Record 1
This record from the OMol25 dataset describes C5H10O2 in the gas phase. The level of theory is wB97M-V/def2-TZVPD.

Geometry (Å):
C (-1.74783, 1.14590, -0.50237)
C (-0.82476, 0.13431, 0.14919)
O (-0.39769, -0.68055, -0.96946)
C (0.78417, -1.40196, -0.64191)
C (1.18856, -0.88212, 0.73684)
C (0.50513, 0.49821, 0.82652)
O (1.19948, 1.52930, 0.16148)
H (-2.43889, 0.53590, -1.09276)
H (-1.19831, 1.79228, -1.19108)
H (-2.33891, 1.75859, 0.18406)
H (-1.40424, -0.43952, 0.89571)
H (1.54847, -1.25136, -1.42168)
H (0.57808, -2.47871, -0.60074)
H (0.72301, -1.54413, 1.47498)
H (2.26632, -0.86754, 0.90511)
H (0.40725, 0.82156, 1.86907)
H (1.15017, 1.32982, -0.78295)

Force components x, y, z for each atom (eV/Å):
0.03 0.04 -0.01
-0.05 -0.08 -0.09
-0.15 -0.08 0.12
0.17 -0.16 0.12
0.07 0.00 0.13
-0.16 -0.25 0.14
0.09 -0.12 -0.30
-0.02 0.27 0.01
-0.06 -0.01 0.12
0.27 -0.13 0.08
0.11 -0.18 -0.34
-0.27 0.16 0.20
-0.05 0.13 -0.09
0.19 0.19 0.12
-0.10 0.15 0.01
-0.16 -0.05 -0.24
0.09 0.13 0.03

**Calculated total energy**: -346.97343 Ha
**Energy relative to the best compared isomer or geometry (same formula, charge and spin)**: 1.415 eV
**E_HOMO**: -0.354 Eh
**SMILES string**: C[C@H]1OCC[C@H]1O
**HOMO-LUMO gap**: 10.6 eV

Record 2
This record from the OMol25 dataset describes 6 unconnected molecules or ions with the total composition CH14O5S. The level of theory is wB97M-V/def2-TZVPD.

Geometry (Å):
C (-1.37426, -2.52930, 1.41013)
S (0.13443, -2.70334, 0.39813)
H (-1.80406, -1.56233, 1.19977)
H (-1.17468, -2.90917, 2.41519)
H (-2.13152, -3.23565, 1.08273)
H (0.17392, -1.61182, -0.39859)
H (0.45624, 2.63231, 2.18639)
H (-0.56408, 2.00172, 1.52068)
O (0.41072, 1.96263, 1.48048)
H (2.83352, -0.82335, 0.19728)
H (2.37396, -0.52855, 1.66304)
O (2.58950, -0.12109, 0.81798)
H (-2.48145, 0.66661, -0.55315)
H (-2.66816, 2.05619, -1.10069)
O (-2.57926, 1.58646, -0.26537)
H (-0.22826, 1.96773, -2.28036)
H (-0.42486, 1.02636, -3.43279)
O (-0.90966, 1.39215, -2.66720)
H (2.10900, 1.31966, -1.15953)
H (1.27580, 2.44477, -0.43836)
O (1.53287, 2.09179, -1.29925)

Force components x, y, z for each atom (eV/Å):
-0.19 -0.93 -0.92
0.48 -0.73 0.08
0.06 0.50 0.94
0.18 1.11 0.15
-0.07 -0.19 -0.50
-0.44 0.22 0.28
1.26 -0.05 -0.03
-0.10 -0.93 -1.15
-1.23 1.08 1.09
-0.09 -0.25 0.24
-0.12 -0.29 -0.14
0.33 0.57 -0.24
0.23 0.22 0.03
0.23 0.03 -0.12
-0.33 -0.21 0.20
0.14 -0.31 0.38
-0.44 0.04 0.49
0.25 0.06 -0.86
-0.47 0.28 0.42
0.13 -0.58 0.33
0.21 0.35 -0.67

**Spin multiplicity**: 2
**Calculated total energy**: -820.82363 Ha
**Energy relative to the best compared isomer or geometry (same formula, charge and spin)**: 0.809 eV
**Total charge**: -1
**E_HOMO (alpha / beta)**: 0.030 / -0.205 Eh
**Expectation value of S²**: 0.75
**HOMO-LUMO gap (alpha / beta)**: 2.4 / 8.8 eV

Record 3
This record from the OMol25 dataset describes a molecular structure, ClFeN4O12. The level of theory is wB97M-V/def2-TZVPD.

Geometry (Å):
Fe (-0.31825, -0.45214, -0.44273)
N (0.88202, -1.17674, 2.77299)
O (0.72769, -0.72972, 1.70954)
O (2.09104, -1.16695, 3.08938)
O (0.20726, -2.15495, 2.99445)
N (-0.97782, 1.12753, -3.29518)
O (-0.20743, 1.06121, -4.19262)
O (-2.01095, 1.75501, -3.46484)
O (-1.08465, 0.74896, -2.08361)
N (-2.45587, 0.77720, 1.82647)
O (-3.02790, 1.79352, 1.93297)
O (-1.80793, 0.45239, 0.86561)
O (-2.42229, 0.14184, 2.85988)
N (2.67711, 0.20669, -0.96585)
O (3.22354, -0.21755, -1.98879)
O (1.50856, 0.05333, -0.95779)
O (3.43145, 0.49894, -0.03548)
Cl (-0.43559, -2.71857, -0.62438)

Force components x, y, z for each atom (eV/Å):
-0.30 0.14 0.96
4.41 -5.95 -1.94
-3.06 6.83 -7.08
2.07 1.27 4.52
-3.32 -2.26 4.41
-5.09 2.06 2.43
3.75 -1.83 -0.75
-2.86 2.57 -3.13
3.98 -2.97 1.76
1.58 -1.70 3.68
-3.47 6.35 -2.08
1.35 -0.86 -4.03
0.48 -3.67 2.02
6.14 -2.55 -0.94
1.36 0.20 -2.27
-5.58 1.21 1.47
-1.12 1.52 1.29
-0.30 -0.38 -0.30

**Spin multiplicity**: 5
**Calculated total energy**: -2845.24369 Ha
**Total charge**: -3
**E_HOMO (alpha / beta)**: 0.040 / 0.039 Eh
**Expectation value of S²**: 6.01
**HOMO-LUMO gap (alpha / beta)**: 6.9 / 6.9 eV

Record 4
This record from the OMol25 dataset describes 5 unconnected molecules or ions with the total composition C43H54F7N6O14SSi. The level of theory is wB97M-V/def2-TZVPD.

Geometry (Å):
C (5.45440, -2.09585, -3.42275)
C (3.88184, -1.98163, -3.92497)
O (3.76351, -0.73213, -4.69946)
C (3.40468, 0.41217, -3.79664)
C (1.75591, 0.43730, -3.74771)
O (1.18172, 1.44448, -2.84918)
C (0.55009, 0.80485, -1.64702)
N (-0.80083, 0.18483, -1.90001)
C (-1.54809, 0.82057, -3.04931)
C (-0.77772, -1.32152, -1.96029)
C (-0.74857, -2.35255, -0.67159)
O (-0.83977, -1.92473, -3.18081)
C (1.72637, -0.03455, -0.86838)
C (2.73831, 1.23301, -0.45992)
C (3.69958, 0.91075, 0.82832)
C (4.88018, 2.01211, 1.11124)
O (4.83834, 3.20902, 0.25742)
Si (6.23340, 3.32808, -0.80426)
C (7.93502, 3.01566, 0.04144)
C (5.97253, 2.17756, -2.37508)
C (6.26933, 5.14919, -1.54032)
N (1.86966, 2.41479, -0.06688)
C (0.48823, 2.10056, -0.62620)
S (-0.94211, 2.31716, 0.55285)
O (-0.93018, 3.84033, 0.97228)
O (-2.35777, 2.10577, -0.09504)
C (-0.75781, 1.37316, 2.18913)
F (0.50915, 0.61560, 2.30417)
F (-0.73742, 2.37568, 3.31967)
C (-1.99747, 0.35114, 2.51045)
F (-2.37119, -0.55043, 1.39545)
F (-1.51434, -0.55014, 3.62239)
C (-3.36368, 1.06209, 3.07024)
F (-3.58779, 2.45109, 2.60771)
F (-4.51303, 0.25527, 2.51226)
F (-3.51331, 0.98260, 4.56911)
H (5.62316, -1.43372, -2.45440)
H (6.09926, -1.59437, -4.28376)
H (5.81277, -3.21625, -3.27982)
H (3.70270, -2.93734, -4.61489)
H (3.10421, -2.06424, -3.05024)
H (3.84490, 1.36563, -4.31373)
H (3.90393, 0.14717, -2.76029)
H (1.40887, -0.66362, -3.56385)
H (1.40807, 0.73131, -4.84941)
H (-1.79514, 1.97198, -2.85976)
H (-1.01041, 0.76359, -4.08833)
H (-2.58460, 0.27612, -3.17447)
H (-1.86884, -2.43092, -0.28164)
H (-0.46344, -3.41465, -1.07565)
H (-0.00364, -2.04806, 0.17757)
H (1.50257, -0.47325, 0.21381)
H (2.21938, -0.97160, -1.38541)
H (3.39797, 1.70134, -1.31905)
H (4.23079, -0.12441, 0.60019)
H (3.08758, 0.73342, 1.83667)
H (4.71289, 2.39654, 2.22875)
H (5.89963, 1.43722, 1.11502)
H (8.75018, 3.59244, -0.60831)
H (8.00066, 3.33298, 1.16796)
H (8.19157, 1.86019, -0.11180)
H (4.93944, 2.55077, -2.83824)
H (6.79652, 2.40406, -3.19523)
H (5.96706, 1.04032, -2.09114)
H (5.36086, 5.26967, -2.30405)
H (6.19871, 5.89802, -0.64296)
H (7.31100, 5.30448, -2.07403)
H (2.11965, 3.31262, -0.53669)
H (1.69849, 2.62726, 0.94031)
H (0.30136, 2.99172, -1.39874)
C (-7.74932, -4.39958, -0.72223)
C (-6.87514, -3.39820, -0.29657)
C (-5.52857, -3.44257, -0.66286)
C (-5.06701, -4.49673, -1.46316)
C (-5.94081, -5.50746, -1.88549)
C (-7.28473, -5.45384, -1.51045)
N (-3.65803, -4.53538, -1.87272)
O (-2.91253, -3.63313, -1.46297)
O (-3.29562, -5.46511, -2.60778)
H (-8.79960, -4.35766, -0.43876)
H (-7.24443, -2.58057, 0.31879)
H (-4.86009, -2.65451, -0.32307)
H (-5.59496, -6.33398, -2.50275)
H (-7.97160, -6.23206, -1.83576)
C (-6.06143, -0.20977, 5.17549)
C (-6.08342, 0.13311, 6.52830)
C (-7.13643, -0.29152, 7.34086)
C (-8.16457, -1.06652, 6.78671)
C (-8.14894, -1.40571, 5.42723)
C (-7.09203, -0.97285, 4.62396)
N (-9.26116, -1.53741, 7.64124)
O (-9.24902, -1.20039, 8.83454)
O (-10.13366, -2.24808, 7.12187)
H (-5.23539, 0.11890, 4.54714)
H (-5.27733, 0.72937, 6.95049)
H (-7.13892, -0.01600, 8.39321)
H (-8.94289, -2.00242, 4.98303)
H (-7.06927, -1.23350, 3.56813)
C (-4.66887, -3.46104, -6.63809)
C (-3.77845, -3.04656, -5.64637)
C (-3.30563, -1.73290, -5.63497)
C (-3.73660, -0.83732, -6.62339)
C (-4.62445, -1.25285, -7.62465)
C (-5.08822, -2.56989, -7.62733)
N (-3.26304, 0.55183, -6.60198)
O (-2.46356, 0.87579, -5.71114)
O (-3.69270, 1.32188, -7.47287)
H (-5.03918, -4.48479, -6.63956)
H (-3.45506, -3.74735, -4.87965)
H (-2.61217, -1.42541, -4.85528)
H (-4.96322, -0.56965, -8.40067)
H (-5.78003, -2.90127, -8.39858)
C (6.09910, 2.31320, 8.06769)
C (6.86682, 3.30174, 7.45000)
C (7.14367, 3.22122, 6.08388)
C (6.64053, 2.14388, 5.34163)
C (5.87600, 1.14604, 5.96073)
C (5.60811, 1.23588, 7.32815)
N (6.90668, 2.06697, 3.90020)
O (7.60293, 2.95902, 3.39307)
O (6.41677, 1.11730, 3.27238)
H (5.88114, 2.38326, 9.13201)
H (7.24720, 4.13751, 8.03338)
H (7.74340, 3.99969, 5.61733)
H (5.48344, 0.30187, 5.39768)
H (5.01302, 0.46790, 7.81735)

Force components x, y, z for each atom (eV/Å):
-0.12 0.63 -0.33
1.30 -1.34 -0.20
-0.98 0.09 2.22
-0.16 -1.09 -0.45
0.99 -0.59 -2.28
-0.65 -2.15 1.77
1.03 -0.17 1.02
1.76 -1.05 -0.10
-1.16 0.77 -1.41
0.14 -3.65 -5.61
-0.19 0.50 -0.30
0.10 3.98 7.33
0.73 0.58 1.67
2.63 -0.95 0.43
0.29 -1.07 -0.33
-0.41 0.03 1.66
1.23 -1.84 -0.36
0.35 1.13 -1.00
0.99 -0.79 -0.28
-0.32 0.30 -0.33
-0.30 0.00 0.10
-2.55 0.09 -0.38
-1.00 1.10 -3.58
-6.39 7.11 -1.47
1.67 -5.85 -1.01
5.87 -0.94 2.39
1.49 -0.71 3.86
-3.52 2.32 -0.76
-0.10 -3.41 -3.95
-0.05 -3.29 1.08
1.68 3.28 3.48
-1.46 2.96 -3.65
-4.10 0.60 0.52
1.19 -5.08 1.89
3.99 2.83 1.87
1.38 0.78 -5.62
-0.23 -1.59 -1.85
-1.37 -1.19 1.81
-0.87 2.47 -0.08
0.14 2.46 1.18
1.45 0.32 -1.55
-0.88 -1.85 1.25
-1.06 1.02 -1.97
0.31 2.22 -0.12
0.68 -0.67 2.47
0.71 -2.60 -0.02
-0.88 -0.11 2.31
2.24 1.06 0.44
2.77 0.48 -0.63
-0.54 2.34 0.61
-1.56 -0.33 -1.60
-0.39 1.05 -2.35
-0.81 2.43 0.54
-1.37 -1.46 1.65
-1.19 2.09 0.40
1.01 0.45 -2.35
0.45 -0.83 -2.52
-1.88 1.38 -0.24
-1.77 -1.12 1.46
-0.04 -0.76 -2.30
-0.40 2.41 0.69
2.14 -1.08 0.90
-1.63 -0.60 1.78
-0.10 2.08 -0.84
2.10 0.08 1.65
0.01 -1.17 -1.88
-2.24 -0.26 0.94
0.50 -0.87 0.70
1.03 -0.33 -0.53
-0.43 -1.74 1.92
0.12 -0.02 -0.04
0.19 -0.28 -0.22
-0.03 -0.06 -0.04
-0.91 0.05 0.25
0.01 0.04 0.00
0.28 0.29 0.11
0.80 -0.43 -0.53
-1.28 -1.52 -0.85
-0.43 1.57 1.16
0.23 -0.01 -0.06
0.13 -0.16 -0.14
-0.03 -0.27 -0.19
0.10 0.30 0.16
0.20 0.15 0.05
-0.10 -0.06 -0.04
-0.34 -0.26 -0.19
-0.04 -0.05 -0.04
0.80 0.33 -0.59
0.02 0.00 0.04
-0.03 0.10 0.51
-1.14 -0.46 0.94
0.00 -0.50 -1.83
1.30 1.06 0.74
-0.82 -0.34 0.48
-0.20 -0.12 -0.03
-0.20 -0.20 -0.24
0.10 0.14 0.34
-0.05 0.03 0.21
0.04 0.14 0.00
-0.13 0.26 -0.23
-0.06 0.10 -0.04
-0.33 -0.96 0.02
0.00 0.01 0.01
0.26 0.15 0.28
0.10 1.23 -0.44
-1.11 -0.30 -1.33
0.77 -1.18 1.47
0.09 0.21 -0.01
0.02 0.17 -0.14
-0.10 0.03 -0.26
0.20 -0.02 0.29
0.16 0.13 0.14
0.03 -0.01 -0.13
-0.13 -0.29 -0.25
-0.03 -0.02 -0.02
-0.19 0.09 0.91
-0.02 0.03 0.01
0.20 0.27 -0.23
0.42 0.13 -0.81
-1.12 -1.40 0.68
0.87 1.07 0.95
0.06 -0.02 -0.23
-0.05 -0.18 -0.19
-0.17 -0.29 -0.06
0.20 0.28 -0.01
0.14 0.14 -0.16

**Calculated total energy**: -4438.45276 Ha
**Total charge**: +1
**E_HOMO**: -0.419 Eh
**HOMO-LUMO gap**: 7.4 eV

Record 5
This record from the OMol25 dataset describes 2 unconnected molecules or ions with the total composition C12H16O2S. The level of theory is wB97M-V/def2-TZVPD.

Geometry (Å):
C (2.24934, 3.62915, -0.41730)
C (1.19005, 3.15354, 0.33952)
C (2.84894, 2.87284, -1.39776)
C (0.85698, 1.75837, 0.16983)
C (2.49134, 1.48978, -1.58312)
C (1.43047, 0.92601, -0.77288)
C (-4.34988, -2.29509, 0.76150)
C (-3.53026, -1.64918, -0.01600)
C (1.61645, -1.08725, 1.17209)
C (0.67262, -2.74455, -0.54150)
C (0.89024, -0.41479, -1.01597)
C (1.06591, -1.40095, -0.17376)
O (-4.53968, 0.67803, 0.60532)
O (-2.29930, 0.17156, 1.58164)
S (-3.28475, 0.15811, 0.21921)
H (2.60811, 4.61962, -0.28019)
H (0.77971, 3.72503, 1.09155)
H (3.72073, 3.04429, -1.95403)
H (0.08293, 1.43092, 0.74674)
H (3.00319, 0.97957, -2.35554)
H (-4.64458, -3.33862, 0.64514)
H (-4.80405, -1.71239, 1.53756)
H (-3.06669, -1.92548, -0.87206)
H (2.64554, -0.61437, 0.97997)
H (1.48346, -1.88673, 1.84368)
H (1.07732, -0.19867, 1.59218)
H (0.30597, -3.55978, 0.13276)
H (1.57890, -3.18613, -0.98183)
H (-0.04451, -2.75053, -1.29965)
H (0.59717, -0.62755, -2.01483)
H (-2.63169, 0.75522, 2.25775)

Force components x, y, z for each atom (eV/Å):
-0.31 0.46 -0.15
1.76 -3.64 -2.06
-0.82 -4.17 0.33
1.39 3.25 -0.89
-1.95 2.08 2.10
1.27 1.66 -1.50
-0.54 -0.61 0.21
-0.36 2.09 1.93
0.76 2.79 -0.61
1.05 -2.93 0.10
0.99 0.66 -0.69
-1.06 0.59 1.78
-3.13 1.30 1.17
0.23 -1.06 -1.02
3.24 -1.10 -0.74
0.14 0.83 0.21
-1.07 1.10 1.41
0.95 1.48 -0.59
-2.06 -1.17 1.42
0.25 -0.85 -0.53
0.16 0.30 -0.04
-0.34 -0.03 0.59
1.46 -1.36 -2.40
-0.94 -1.32 0.91
0.65 -0.97 0.90
0.28 -1.03 -0.18
0.41 1.31 0.41
-0.13 -0.30 -0.06
-1.11 0.23 -1.50
-0.53 -0.10 -0.80
-0.62 0.48 0.29

**Calculated total energy**: -1015.38011 Ha
**Energy relative to the best compared isomer or geometry (same formula, charge and spin)**: 2.666 eV
**E_HOMO**: -0.312 Eh
**HOMO-LUMO gap**: 9.0 eV